Arrangement P

Computed, not measured: a cluster of 2 separate species, C12H17N in total, with the ωB97M-V functional and the def2-TZVPD basis.

Last columns: bonded neighbours and bond lengths (Å).
Geometry (Å):
1 C 0.87990 -2.92972 -0.02415  C2 1.527, H11 1.196, H12 1.120, H13 0.983
2 C 0.78162 -1.89217 -1.14085  C1 1.527, C3 1.445, C10 1.481
3 C 0.62876 -2.26692 -2.52820  C2 1.445, N4 1.366, H14 1.146
4 N 0.47987 -1.15724 -3.31040  C3 1.366, C5 1.450, H15 0.943
5 C 0.70834 0.01055 -2.48240  N4 1.450, C6 1.400, C10 1.444
6 C 0.97046 1.34144 -2.82778  C5 1.400, C7 1.345, H16 1.067
7 C 1.32149 2.18055 -1.83651  C6 1.345, C8 1.399, H17 1.085
8 C 1.33449 1.76764 -0.49985  C7 1.399, C9 1.364, H18 1.116
9 C 1.13125 0.49036 -0.06594  C8 1.364, C10 1.408, H19 1.015
10 C 0.93185 -0.41922 -1.12181  C2 1.481, C5 1.444, C9 1.408
11 H 1.68101 -3.67058 -0.51348  C1 1.196
12 H 0.00800 -3.52714 0.34684  C1 1.120
13 H 1.29213 -2.54276 0.78016  C1 0.983
14 H 0.84323 -3.33604 -2.88065  C3 1.146
15 H 0.46432 -1.23515 -4.24960  N4 0.943
16 H 0.80368 1.72290 -3.81063  C6 1.067
17 H 1.67050 3.16380 -2.13308  C7 1.085
18 H 1.49562 2.54423 0.28558  C8 1.116
19 H 1.08309 0.21597 0.91055  C9 1.015
20 C -2.20734 -0.28763 2.77800  C21 1.549, H23 1.103, H24 1.122, H25 1.064
21 C -1.29664 0.69339 1.99755  C20 1.549, C22 1.569, H26 1.124, H27 1.031
22 C -1.42683 2.14548 2.57641  C21 1.569, H28 1.090, H29 1.035, H30 1.114
23 H -2.70838 -1.04094 2.14647  C20 1.103
24 H -3.10329 0.17311 3.27157  C20 1.122
25 H -1.65427 -0.89370 3.45467  C20 1.064
26 H -0.23615 0.44697 2.27846  C21 1.124
27 H -1.51184 0.64314 0.99070  C21 1.031
28 H -2.24336 2.61576 2.02841  C22 1.090
29 H -1.40126 2.27909 3.60265  C22 1.035
30 H -0.72021 2.76483 1.97731  C22 1.114

As for the SMILES: Cc1c[nH]c2ccccc12.CCC. The HOMO energy comes out at -0.2757 hartree. As for the spin multiplicity: 1. The net charge is 0. The LUMO energy comes out at 0.94 eV.

Arrangement Q

Computed, not measured: a cluster of 2 separate species, C12H17N in total, with the ωB97M-V functional and the def2-TZVPD basis.

Last columns: bonded neighbours and bond lengths (Å).
Geometry (Å):
1 C 2.51616 1.62750 -0.74119  C2 1.484, H12 1.100, H13 1.095, H14 1.094
2 C 1.10492 1.17328 -0.80480  C1 1.484, C3 1.536, H15 1.097, H16 1.091
3 C 0.86689 -0.31649 -0.51878  C2 1.536, C4 1.346, C11 1.416
4 C 1.71732 -1.34332 -0.70172  C3 1.346, N5 1.389, H17 1.072
5 N 1.00599 -2.53653 -0.72035  C4 1.389, C6 1.399, H18 1.003
6 C -0.35669 -2.27478 -0.53909  N5 1.399, C7 1.397, C11 1.439
7 C -1.49910 -3.04440 -0.76983  C6 1.397, C8 1.394, H19 1.086
8 C -2.72568 -2.40958 -0.58313  C7 1.394, C9 1.407, H20 1.085
9 C -2.80980 -1.01598 -0.40561  C8 1.407, C10 1.382, H21 1.093
10 C -1.67567 -0.29004 -0.09560  C9 1.382, C11 1.386, H22 1.088
11 C -0.43173 -0.85198 -0.33776  C3 1.416, C6 1.439, C10 1.386
12 H 3.02899 1.33170 0.18607  C1 1.100
13 H 2.57161 2.71947 -0.67525  C1 1.095
14 H 3.16509 1.22933 -1.52695  C1 1.094
15 H 0.46027 1.76100 -0.14019  C2 1.097
16 H 0.62007 1.25276 -1.77892  C2 1.091
17 H 2.73798 -1.31061 -1.02907  C4 1.072
18 H 1.40498 -3.45683 -0.73700  N5 1.003
19 H -1.38459 -4.12452 -0.77595  C7 1.086
20 H -3.63110 -2.90383 -0.92051  C8 1.085
21 H -3.78199 -0.75716 0.02143  C9 1.093
22 H -1.87468 0.77943 -0.05883  C10 1.088
23 C 1.16725 4.26095 2.33301  C24 1.533, H25 1.092, H26 1.108, H27 1.079
24 C -0.29070 3.99007 2.72028  C23 1.533, H28 1.078, H29 1.088, H30 1.093
25 H 1.95454 3.71820 2.85937  C23 1.092
26 H 1.48999 3.92671 1.32674  C23 1.108
27 H 1.34770 5.32198 2.25812  C23 1.079
28 H -0.83900 4.90519 2.56366  C24 1.078
29 H -0.34276 3.67416 3.76005  C24 1.088
30 H -0.71837 3.16447 2.14635  C24 1.093

As for the SMILES: CCc1c[nH]c2ccccc12.CC. The HOMO energy comes out at -0.2889 hartree. As for the spin multiplicity: 1. The net charge is 0. The LUMO energy comes out at 0.95 eV.

Arrangement R

Computed, not measured: a cluster of 2 separate species, C12H17N in total, with the ωB97M-V functional and the def2-TZVPD basis.

Last columns: bonded neighbours and bond lengths (Å).
Geometry (Å):
1 C -1.47650 1.23586 2.94491  C2 1.523, H11 1.112, H12 1.074, H13 1.109
2 C -1.47470 0.43053 1.65235  C1 1.523, C3 1.345, C10 1.438
3 C -1.72048 -0.89183 1.63604  C2 1.345, N4 1.397, H14 1.073
4 N -1.65555 -1.33219 0.31139  C3 1.397, C5 1.386, H15 1.004
5 C -1.46103 -0.24588 -0.52784  N4 1.386, C6 1.374, C10 1.449
6 C -1.36317 -0.22591 -1.89776  C5 1.374, C7 1.403, H16 1.085
7 C -1.53831 1.06217 -2.42549  C6 1.403, C8 1.374, H17 1.106
8 C -1.81838 2.18974 -1.69201  C7 1.374, C9 1.404, H18 1.074
9 C -1.73354 2.15332 -0.29064  C8 1.404, C10 1.373, H19 1.087
10 C -1.50958 0.93701 0.30676  C2 1.438, C5 1.449, C9 1.373
11 H -2.47316 1.72459 3.00467  C1 1.112
12 H -0.71588 1.99094 3.00753  C1 1.074
13 H -1.50125 0.64880 3.88566  C1 1.109
14 H -2.02449 -1.61521 2.36741  C3 1.073
15 H -1.43633 -2.25704 -0.01343  N4 1.004
16 H -1.36332 -1.05826 -2.59402  C6 1.085
17 H -1.61760 1.22299 -3.51653  C7 1.106
18 H -2.14309 3.09345 -2.17387  C8 1.074
19 H -1.86438 3.10832 0.21082  C9 1.087
20 C 2.79665 0.03959 -1.04041  C21 1.501, H23 1.104, H24 1.085, H25 1.091
21 C 2.91794 -0.87121 0.14671  C20 1.501, C22 1.529, H26 1.132, H27 1.102
22 C 2.74473 -2.37056 -0.09929  C21 1.529, H28 1.107, H29 1.108, H30 1.102
23 H 2.21704 0.97551 -0.95670  C20 1.104
24 H 3.72365 0.44084 -1.43681  C20 1.085
25 H 2.33401 -0.51328 -1.85934  C20 1.091
26 H 2.20136 -0.61465 0.98411  C21 1.132
27 H 3.84722 -0.71845 0.71983  C21 1.102
28 H 3.28726 -3.11079 0.51909  C22 1.107
29 H 3.12978 -2.73573 -1.07221  C22 1.108
30 H 1.69109 -2.69266 -0.10093  C22 1.102

As for the SMILES: Cc1c[nH]c2ccccc12.CCC. The HOMO energy comes out at -0.2875 hartree. As for the spin multiplicity: 1. The net charge is 0. The LUMO energy comes out at 0.89 eV.

Stability check: which of them is most stable? arrangement R.

Arrangement P

Computed, not measured: an isolated molecule of C3H6N2, with the ωB97M-V functional and the def2-TZVPD basis.

Last columns: bonded neighbours and bond lengths (Å).
Geometry (Å):
1 C 0.52666 -1.17532 0.37671  N2 1.260, C5 1.507, H6 1.109
2 N 1.31305 -0.28802 0.80241  C1 1.260, N3 1.359
3 N 0.90581 0.94147 0.39194  N2 1.359, C4 1.481, H7 1.009
4 C -0.33420 0.86633 -0.41521  N3 1.481, C5 1.563, H8 1.062, H9 1.126
5 C -0.70915 -0.64654 -0.30441  C1 1.507, C4 1.563, H10 1.109, H11 1.151
6 H 0.81696 -2.20822 0.65729  C1 1.109
7 H 1.34147 1.72827 0.84978  N3 1.009
8 H -1.07640 1.50028 0.00386  C4 1.062
9 H -0.17088 1.13567 -1.49624  C4 1.126
10 H -1.00969 -1.08802 -1.27674  C5 1.109
11 H -1.60363 -0.76589 0.41062  C5 1.151

As for the SMILES: C1=NNCC1. The HOMO energy comes out at -0.2937 hartree. As for the spin multiplicity: 1. The net charge is 0. The LUMO energy comes out at 1.16 eV.

Arrangement Q

Computed, not measured: a cluster of 2 separate species, C3H6N2 in total, with the ωB97M-V functional and the def2-TZVPD basis.

Last columns: bonded neighbours and bond lengths (Å).
Geometry (Å):
1 C 0.50567 0.13927 0.29762  C2 1.314, C3 1.407, N4 1.370
2 C 0.65645 0.15421 1.60285  C1 1.314, H6 1.038, H7 1.083
3 C 0.82212 -0.26415 -1.01290  C1 1.407, N4 1.419, H9 1.036
4 N -0.24934 0.62436 -0.73807  C1 1.370, C3 1.419, N5 1.372
5 N -1.59335 0.40763 -0.90682  N4 1.372, H10 1.139, H11 1.002
6 H -0.13955 0.44766 2.20119  C2 1.038
7 H 1.26694 -0.51454 2.19625  C2 1.083
8 H 2.03715 -0.00033 -1.91698  no bonds
9 H 0.65668 -1.26721 -1.21305  C3 1.036
10 H -2.12805 -0.25651 -0.15183  N5 1.139
11 H -1.88117 0.09599 -1.81444  N5 1.002

The HOMO energy comes out at -0.3064 hartree. As for the spin multiplicity: 1. The net charge is 0. The LUMO energy comes out at 0.70 eV.

Arrangement R

Computed, not measured: an isolated molecule of C3H6N2, with the ωB97M-V functional and the def2-TZVPD basis.

Last columns: bonded neighbours and bond lengths (Å).
Geometry (Å):
1 C -2.27337 0.14845 0.03066  C2 1.367, H6 1.074, H7 1.062
2 C -1.10460 -0.54550 -0.11185  C1 1.367, C3 1.465, H8 1.137
3 C 0.21575 0.08997 -0.11958  C2 1.465, N4 1.296, H9 1.146
4 N 1.28038 -0.62943 0.04725  C3 1.296, N5 1.445
5 N 2.52002 0.08919 -0.13871  N4 1.445, H10 1.030, H11 1.021
6 H -3.21725 -0.36346 -0.00732  C1 1.074
7 H -2.27020 1.20046 0.17391  C1 1.062
8 H -1.11109 -1.68195 -0.12956  C2 1.137
9 H 0.30589 1.18431 -0.44830  C3 1.146
10 H 2.37338 0.94696 0.41237  N5 1.030
11 H 3.28108 -0.43899 0.29114  N5 1.021

As for the SMILES: C=C/C=N/N. The HOMO energy comes out at -0.3223 hartree. As for the spin multiplicity: 1. The net charge is 0. The LUMO energy comes out at 0.73 eV.

Arrangement S

Computed, not measured: an isolated molecule of C3H6N2, with the ωB97M-V functional and the def2-TZVPD basis.

Last columns: bonded neighbours and bond lengths (Å).
Geometry (Å):
1 C -1.15730 0.20770 0.40649  N2 1.367, H7 1.089, H8 1.089
2 N -0.48900 -0.79442 -0.24092  C1 1.367, C3 1.408, H9 1.012
3 C 0.69336 -0.46567 -0.93033  N2 1.408, C4 1.633, H10 1.089, H11 1.093
4 C 1.60995 0.47477 0.03970  C3 1.633, N5 1.218
5 N 0.98013 1.06009 0.90302  C4 1.218, H6 0.998
6 H 0.37543 1.39609 1.62234  N5 0.998
7 H -1.89235 -0.13041 1.13568  C1 1.089
8 H -1.47727 1.03864 -0.22066  C1 1.089
9 H -0.39061 -1.62984 0.32232  N2 1.012
10 H 1.24167 -1.34903 -1.25433  C3 1.089
11 H 0.50599 0.19208 -1.78332  C3 1.093

The HOMO energy (spin up / spin down) comes out at -0.2527 / -0.2527 hartree. As for the spin multiplicity: 1. The net charge is 0. The LUMO energy (spin up / spin down) comes out at 0.88 / 0.88 eV.

Stability check: which of them is most stable? arrangement P.

Arrangement P

Computed, not measured: an isolated molecule of C3H6N2, with the ωB97M-V functional and the def2-TZVPD basis.

Last columns: bonded neighbours and bond lengths (Å).
Geometry (Å):
1 C 1.92491 -0.67388 -0.02219  C2 1.441, H6 1.069, H7 1.069
2 C 0.66217 0.01726 0.04856  C1 1.441, C3 1.455, N4 1.365
3 C -0.15155 1.22184 0.10388  C2 1.455, N4 1.470, H8 1.083, H9 1.087
4 N -0.61349 -0.11123 0.51843  C2 1.365, C3 1.470, N5 1.395
5 N -1.64705 -0.84998 -0.05890  N4 1.395, H10 1.024, H11 1.015
6 H 1.93596 -1.73709 0.08817  C1 1.069
7 H 2.80128 -0.13048 -0.30488  C1 1.069
8 H -0.04378 1.94401 0.90405  C3 1.083
9 H -0.50626 1.63590 -0.83635  C3 1.087
10 H -1.90532 -0.51820 -0.99215  N5 1.024
11 H -2.45686 -0.79814 0.55137  N5 1.015

As for the SMILES: C=C1CN1N. The HOMO energy comes out at -0.3106 hartree. As for the spin multiplicity: 1. The net charge is 0. The LUMO energy comes out at 0.98 eV.

Arrangement Q

Computed, not measured: an isolated molecule of C3H6N2, with the ωB97M-V functional and the def2-TZVPD basis.

Last columns: bonded neighbours and bond lengths (Å).
Geometry (Å):
1 C 1.41483 -0.15372 0.09802  N2 1.256, C5 1.572, H6 1.149
2 N 0.87131 -1.28525 0.04549  C1 1.256, N3 1.400
3 N -0.51335 -1.23145 -0.15339  N2 1.400, C4 1.476, H7 1.115
4 C -0.99647 0.10468 0.24489  N3 1.476, C5 1.606, H8 1.265, H9 1.272
5 C 0.30797 0.91351 -0.22799  C1 1.572, C4 1.606, H10 1.142, H11 1.186
6 H 2.50909 0.02192 0.40167  C1 1.149
7 H -0.98590 -2.18043 -0.49727  N3 1.115
8 H -2.10288 0.35099 -0.31685  C4 1.265
9 H -1.06820 0.30142 1.49999  C4 1.272
10 H 0.25756 1.93545 0.27851  C5 1.142
11 H 0.30605 1.22289 -1.37305  C5 1.186

As for the SMILES: C1=NNCC1. The HOMO energy comes out at -0.3017 hartree. As for the spin multiplicity: 1. The net charge is 0. The LUMO energy comes out at 1.14 eV.

Stability check: which of them is most stable? arrangement Q.